{
  "formula": "C4H4ClNO",
  "method": "ωB97M-V with the def2-TZVPD basis set",
  "species": ["C", "C", "C", "C", "H", "H", "H", "H", "N", "O", "Cl"],
  "xyz": [[-0.918019, -0.296119, -0.132832], [0.272216, -0.965894, -0.093683], [1.338570, -0.124149, -0.093601], [0.806156, 1.144304, 0.017509], [-2.294028, -1.625967, 0.500861], [0.300644, -2.071423, -0.195559], [1.371854, 2.044943, 0.209494], [-1.142399, 1.875362, -0.086778], [-0.552396, 1.013544, -0.103802], [-2.245766, -0.627986, -0.001298], [3.063163, -0.366610, -0.020307]],
  "forces_ev_per_a": [[0.3, 1.0, 0.7], [-1.6, -5.3, -0.9], [1.2, 2.9, 0.9], [1.0, -0.6, -0.7], [0.3, 4.3, -2.2], [0.2, 0.9, 0.2], [-0.5, 0.2, -0.3], [0.4, -1.7, 0.1], [-1.1, 2.7, 0.6], [0.5, -4.1, 1.7], [-0.7, -0.4, 0.0]],
  "e_above_lowest_kj_mol": 96.4,
  "fmax_ha_per_bohr": 0.1084,
  "molar_mass_g_mol": 117.5,
  "gap_ha": 0.30669,
  "homo_ev": -7.9,
  "smiles": "Oc1cc(Cl)c[nH]1"
}

{
  "formula": "C4H4ClNOS",
  "method": "ωB97M-V with the def2-TZVPD basis set",
  "species": ["C", "C", "C", "C", "N", "O", "S", "Cl", "H", "H", "H", "H"],
  "xyz": [[1.101710, 1.264269, -0.288966], [0.270805, -2.246944, 0.050442], [-0.132429, 0.590088, -0.175046], [3.034019, 0.383540, 0.903562], [2.241838, 0.893945, 0.172108], [0.813603, -1.956204, 1.099730], [-0.281207, -1.049522, -1.199774], [4.178895, -0.665233, 0.281396], [1.134505, 2.345301, -0.543696], [0.146388, -3.287334, -0.294712], [-0.376375, 0.205651, 0.848639], [-1.116773, 1.203690, -0.503661]],
  "forces_ev_per_a": [[3.0, 3.3, 0.0], [1.0, 1.2, 0.6], [-4.8, -2.1, -0.2], [1.7, -0.9, 2.1], [-3.7, 0.8, -1.5], [-1.1, -0.4, -1.4], [0.2, 0.5, 1.3], [1.1, -0.8, -0.4], [-0.4, -0.9, -0.5], [-0.1, 0.1, 0.0], [0.5, 0.4, -0.6], [2.7, -1.2, 0.6]],
  "e_above_lowest_kj_mol": 300.6,
  "fmax_ha_per_bohr": 0.1016,
  "molar_mass_g_mol": 149.6,
  "gap_ha": [0.30147, 0.30153],
  "homo_ev": [-8.3, -8.3]
}

{
  "formula": "C4H4ClNOS",
  "method": "ωB97M-V with the def2-TZVPD basis set",
  "species": ["C", "C", "C", "C", "N", "O", "S", "Cl", "H", "H", "H", "H"],
  "xyz": [[-0.113363, 1.415462, 0.193001], [0.771730, -2.067327, 0.221589], [1.105133, 0.611001, -0.073724], [-2.315336, 0.762254, -0.592424], [-1.346024, 1.108531, 0.060155], [0.184646, -1.957152, -0.813039], [1.501160, -0.677341, 1.031591], [-3.564735, -0.158528, -0.253192], [-0.036284, 2.363633, 0.639413], [0.878645, -3.112800, 0.815092], [1.061923, 0.332614, -1.103740], [1.872507, 1.379654, -0.124724]],
  "forces_ev_per_a": [[-1.1, 0.2, 1.3], [-0.1, -1.3, 0.8], [-0.6, 1.8, -1.3], [1.7, 1.6, -1.6], [0.9, -0.8, -0.9], [-0.1, -0.5, -0.2], [0.7, -1.1, 1.1], [-2.5, -1.9, 1.2], [0.7, 1.2, 0.7], [-0.1, 2.2, -1.1], [-0.1, -1.1, -0.7], [0.6, -0.3, 0.6]],
  "e_above_lowest_kj_mol": 315.5,
  "fmax_ha_per_bohr": 0.0648,
  "molar_mass_g_mol": 149.6,
  "gap_ha": [0.29899, 0.29902],
  "homo_ev": [-7.7, -7.7]
}

{
  "formula": "C4H4CsO5",
  "method": "ωB97M-V with the def2-TZVPD basis set",
  "species": ["O", "C", "O", "O", "C", "H", "C", "H", "H", "H", "C", "O", "O", "Cs"],
  "xyz": [[-2.074840, -1.193669, 1.319958], [-1.700417, -0.041846, 1.169857], [-2.165306, 1.071885, 1.368138], [-0.322569, 0.050052, 0.579155], [0.090610, -0.232588, -0.847506], [-0.856811, -0.598322, -1.271847], [0.365817, 1.115528, -1.486685], [-0.418445, 1.873342, -1.296765], [1.343724, 1.520150, -1.179122], [0.433353, 0.958788, -2.575752], [0.937780, -0.284894, 1.433441], [1.255034, -1.475560, 1.521737], [1.328173, 0.702071, 2.033682], [1.783904, -3.464931, -0.768289]],
  "forces_ev_per_a": [[0.0, -0.2, 0.0], [-1.3, 0.3, 0.3], [0.1, -0.4, -0.1], [3.0, -0.2, -0.4], [-0.9, -0.6, -0.7], [0.1, -0.1, 0.0], [0.2, 0.2, -0.1], [0.2, -0.1, 0.0], [-0.3, 0.1, 0.0], [-0.1, 0.0, 0.1], [-0.4, 0.3, 2.2], [-0.1, -0.4, -1.1], [0.0, -0.1, -0.8], [-0.6, 1.2, 0.6]],
  "e_above_lowest_kj_mol": 28.9,
  "fmax_ha_per_bohr": 0.0585,
  "molar_mass_g_mol": 265.0,
  "total_charge": -1,
  "gap_ha": 0.13470,
  "homo_ev": -2.5
}

{
  "formula": "C4H4DyLiO5",
  "method": "ωB97M-V with the def2-TZVPD basis set",
  "species": ["O", "C", "C", "O", "O", "C", "H", "H", "H", "H", "O", "C", "O", "Li", "Dy"],
  "xyz": [[-0.719888, 0.275616, 0.704103], [-1.404728, 1.350011, 0.361665], [0.661562, 0.537175, 1.065690], [-2.583735, 1.338301, 0.028422], [-0.550070, 2.369737, 0.239077], [0.774156, 1.951272, 0.482780], [1.174269, -0.421484, 1.052848], [1.119858, 0.722817, 2.041682], [1.383550, 1.945181, -0.421139], [1.229617, 2.622702, 1.211645], [1.641231, -2.909185, -0.816805], [0.556676, -2.554697, -0.758418], [-0.699433, -2.795659, -1.033077], [-2.935661, -0.249576, -1.062810], [0.352595, -4.182209, -3.095665]],
  "forces_ev_per_a": [[-0.9, -1.4, 1.9], [1.6, 0.3, -0.7], [0.2, 0.7, 0.8], [0.9, -0.4, 0.0], [-1.6, 0.3, -0.1], [2.4, -0.5, -0.8], [0.5, 0.0, -2.6], [-2.4, 0.0, 1.7], [-0.4, 0.5, -0.3], [-0.2, 0.0, -0.2], [5.0, -3.6, -1.8], [-7.8, 4.9, 2.3], [2.8, -1.3, -1.3], [0.1, 0.2, 0.5], [-0.2, 0.3, 0.7]],
  "spin_multiplicity": 7,
  "e_above_lowest_kj_mol": 58.5,
  "fmax_ha_per_bohr": 0.1836,
  "s_squared": 12.570,
  "molar_mass_g_mol": 301.5,
  "total_charge": 1,
  "gap_ha": [0.17604, 0.32722],
  "homo_ev": [-8.6, -12.9]
}

{
  "formula": "C4H4F14KNO18S6",
  "method": "ωB97M-V with the def2-TZVPD basis set",
  "species": ["K", "N", "S", "O", "O", "F", "S", "O", "O", "F", "C", "F", "F", "F", "S", "O", "O", "O", "C", "F", "F", "F", "S", "O", "O", "O", "C", "F", "F", "F", "S", "O", "O", "O", "C", "F", "F", "F", "S", "O", "O", "O", "O", "H", "H", "O", "H", "H"],
  "xyz": [[-10.076100, -8.828126, -18.033841], [-8.413972, -11.439376, -18.749533], [-7.470452, -12.416605, -19.587342], [-8.101938, -13.372861, -20.434734], [-6.253200, -12.754051, -18.905926], [-6.981659, -11.360131, -20.696411], [-9.301516, -12.542824, -17.863021], [-8.704028, -13.120237, -16.715700], [-10.134900, -13.332459, -18.687336], [-10.298660, -11.450141, -17.306827], [-13.664458, -12.146857, -18.647171], [-14.999163, -12.015785, -18.475651], [-13.121071, -11.887896, -17.473025], [-13.456072, -13.434647, -18.961485], [-13.031495, -10.976689, -19.981409], [-14.263103, -10.575994, -20.629432], [-12.339534, -9.945304, -19.240087], [-12.203575, -11.792840, -20.844261], [-13.597969, -9.201069, -14.779775], [-13.693251, -9.418609, -13.441067], [-13.806878, -10.370120, -15.375423], [-14.632362, -8.395943, -15.101892], [-11.989390, -8.369003, -15.207056], [-11.937823, -7.334161, -14.202240], [-10.932150, -9.353922, -15.112207], [-12.171819, -7.918841, -16.574712], [-7.153810, -5.510241, -15.818095], [-6.144598, -6.368632, -15.531519], [-6.781396, -4.303060, -15.337923], [-7.199337, -5.430249, -17.162498], [-8.791911, -6.137333, -15.161662], [-9.626894, -4.964631, -15.253273], [-9.061260, -7.258666, -16.030571], [-8.432616, -6.504163, -13.803608], [-10.211256, -4.750256, -18.990307], [-11.025408, -4.166283, -18.105823], [-9.153202, -3.938376, -19.197853], [-9.772202, -5.868268, -18.389843], [-11.001739, -5.039990, -20.647231], [-11.489151, -3.704205, -20.979972], [-9.861620, -5.444023, -21.456252], [-11.982259, -6.069522, -20.423150], [-7.505402, -9.773768, -16.833132], [-7.786017, -10.336294, -17.576902], [-6.546661, -9.795636, -16.868675], [-9.817153, -9.928817, -20.725685], [-10.662802, -10.383691, -20.609568], [-9.227171, -10.342405, -20.088041]],
  "forces_ev_per_a": [[-0.4, 0.6, 0.3], [-0.2, -2.9, 0.6], [1.8, 1.2, -2.4], [0.1, -0.5, 0.6], [-0.2, -0.3, 0.1], [0.0, 0.2, 0.7], [-2.6, 2.1, 0.1], [0.9, -0.1, 0.2], [0.0, -0.8, -0.2], [0.6, -0.2, 0.2], [-0.1, 0.5, -0.4], [-0.2, 0.0, -0.1], [0.4, -0.3, 0.3], [0.1, -0.2, 0.1], [-0.8, 0.3, -0.5], [-0.2, 0.1, 0.2], [-0.1, -0.4, 0.0], [0.4, -0.2, 0.3], [0.2, 0.4, 0.1], [0.0, -0.1, 0.0], [0.0, -0.2, -0.1], [-0.1, -0.1, 0.1], [1.5, 0.8, -0.6], [-0.6, -0.1, 0.2], [-0.7, -0.7, 0.4], [-0.7, -0.1, 0.3], [-0.5, -0.8, -0.4], [0.1, 0.2, 0.1], [0.0, 0.0, -0.1], [0.2, 0.4, 0.2], [0.2, -0.2, 0.8], [0.0, 0.0, -0.4], [0.1, 0.6, 0.0], [0.2, 0.1, 0.0], [-0.2, -0.4, 0.1], [-0.1, 0.3, -0.3], [0.1, 0.1, 0.3], [0.1, 0.1, -0.6], [0.7, 0.0, -0.3], [-0.3, -0.1, 0.1], [-0.1, 0.0, 0.1], [-0.3, 0.2, 0.1], [0.0, 0.2, 0.0], [0.4, 0.0, 0.3], [0.0, 0.1, 0.0], [0.2, 0.4, -0.2], [0.0, -0.1, -0.1], [-0.1, -0.2, -0.2]],
  "fmax_ha_per_bohr": 0.0648,
  "molar_mass_g_mol": 851.5,
  "total_charge": -4,
  "gap_ha": 0.25927,
  "homo_ev": 0.4
}

{
  "formula": "C4H4F2N2",
  "method": "ωB97M-V with the def2-TZVPD basis set",
  "species": ["C", "C", "C", "C", "H", "H", "H", "H", "N", "N", "F", "F"],
  "xyz": [[0.267142, -0.344065, -0.105440], [1.672258, -0.470149, -0.010397], [2.842326, -0.625932, 0.177941], [-0.371265, 0.901073, -0.317131], [-2.069528, -0.533528, -0.017522], [-2.100305, -2.367802, 0.233658], [3.974094, -1.117053, -0.001943], [-0.974517, 0.890012, -1.148330], [-1.799607, -1.437035, -0.297354], [-0.344445, -1.483911, 0.059181], [0.245796, 2.224818, -0.135377], [-1.388479, 0.754008, 0.594434]],
  "forces_ev_per_a": [[3.0, -3.7, 0.8], [0.1, 0.4, 0.4], [4.7, -2.3, -1.2], [-1.2, 3.6, 1.5], [-1.8, 0.0, 0.8], [0.0, 3.3, -1.5], [-3.9, 2.0, 0.9], [-0.3, 0.8, -3.1], [3.4, -4.9, 1.6], [-2.3, 1.7, -2.0], [-1.1, -3.9, -0.3], [-0.6, 2.9, 2.2]],
  "e_above_lowest_kj_mol": 535.3,
  "fmax_ha_per_bohr": 0.1198,
  "molar_mass_g_mol": 118.1,
  "gap_ha": 0.34321,
  "homo_ev": -9.4,
  "smiles": "C#C/C(=N/N)C(F)F"
}

{
  "formula": "C4H4F2N2O5",
  "method": "ωB97M-V with the def2-TZVPD basis set",
  "species": ["C", "C", "C", "C", "N", "N", "O", "O", "O", "O", "O", "F", "F", "H", "H", "H", "H"],
  "xyz": [[0.338089, -0.291183, -0.227760], [1.740049, -0.780554, 0.351296], [-2.542605, -0.222478, 0.302568], [-0.436382, 0.857590, 0.218087], [2.467431, -1.832723, -0.263460], [0.165938, 2.136020, -0.582324], [1.961010, -2.359067, -1.232103], [0.909817, 2.814735, 0.041928], [3.536627, -2.107838, 0.229676], [-0.197720, 2.219294, -1.709207], [-1.739113, 0.871081, -0.149012], [2.251664, -0.239453, 1.424007], [-0.249173, 1.181887, 1.527344], [0.061314, -0.798163, -1.135508], [-3.484303, -0.113341, -0.226837], [-2.705606, -0.157818, 1.380401], [-2.077039, -1.177990, 0.050903]],
  "forces_ev_per_a": [[7.4, -3.6, 2.2], [-8.0, 4.2, -1.6], [0.0, 0.0, 0.1], [-0.2, 1.5, 0.3], [0.5, -0.7, -0.4], [-0.9, -1.6, 1.1], [-0.1, 0.0, -0.1], [0.9, 0.9, 0.3], [0.2, 0.0, 0.1], [-0.1, 0.4, -1.3], [0.4, -0.1, 0.2], [0.1, -0.5, -0.5], [-0.1, -0.4, -0.4], [-0.1, 0.0, -0.1], [0.0, -0.1, 0.1], [0.0, 0.0, -0.1], [0.0, 0.0, 0.0]],
  "e_above_lowest_kj_mol": 156.3,
  "fmax_ha_per_bohr": 0.1779,
  "molar_mass_g_mol": 198.1,
  "gap_ha": [0.29972, 0.29973],
  "homo_ev": [-10.5, -10.5],
  "smiles": "CO[C@@](F)(/C=C(\\F)[N+](=O)[O-])[N+](=O)[O-]"
}

{
  "formula": "C4H4F2O",
  "method": "ωB97M-V with the def2-TZVPD basis set",
  "species": ["C", "C", "C", "C", "O", "F", "F", "H", "H", "H", "H"],
  "xyz": [[0.538601, 1.294845, -0.900756], [-0.195490, 2.241547, -1.405242], [-0.439984, -2.735388, 1.134270], [1.320264, 0.396008, -0.389195], [-1.348669, -1.945458, 1.679441], [-1.493590, 2.109061, -1.794629], [1.486198, 0.054882, 0.921279], [-0.004258, 3.349829, -1.151420], [-1.024942, -3.577472, 0.722981], [2.095836, -0.089822, -1.026805], [-0.933965, -1.098031, 2.210074]],
  "forces_ev_per_a": [[-0.7, -0.1, 0.4], [-0.7, 2.3, 1.8], [0.0, 1.1, 0.8], [2.1, -0.6, -0.7], [1.4, 1.8, 1.4], [0.8, -0.4, -0.2], [-0.8, 0.5, -0.9], [0.1, -1.8, -1.1], [-0.4, 0.1, -0.1], [-0.8, 0.2, 0.7], [-0.9, -3.0, -2.2]],
  "e_above_lowest_kj_mol": 549.1,
  "fmax_ha_per_bohr": 0.0748,
  "molar_mass_g_mol": 106.1,
  "gap_ha": 0.33657,
  "homo_ev": -8.6
}

{
  "formula": "C4H4F2S",
  "method": "ωB97M-V with the def2-TZVPD basis set",
  "species": ["C", "C", "C", "C", "H", "H", "H", "H", "F", "F", "S"],
  "xyz": [[-0.090593, 1.683558, 0.007966], [1.056866, 1.163032, -0.524033], [0.435153, -1.447110, 0.338808], [-0.900448, -1.290850, 0.174364], [-0.820288, 2.382870, -0.485645], [1.446782, 1.397309, -1.467376], [0.713869, -2.165754, 1.172738], [-1.508302, -2.104417, 0.451010], [-0.551101, 1.169910, 1.110869], [-1.680695, -0.408878, -0.761507], [1.898759, -0.379672, -0.017189]],
  "forces_ev_per_a": [[1.7, -0.4, -2.5], [-1.5, -0.8, 1.3], [0.1, 1.4, 1.2], [0.6, 0.9, -2.8], [1.2, -0.5, 0.6], [0.1, 1.1, -1.1], [-0.6, 0.6, -1.4], [-1.1, -0.4, 0.5], [-0.7, -0.1, 1.5], [2.5, -2.1, 2.4], [-2.5, 0.3, 0.3]],
  "e_above_lowest_kj_mol": 271.5,
  "fmax_ha_per_bohr": 0.0790,
  "molar_mass_g_mol": 122.1,
  "gap_ha": 0.34788,
  "homo_ev": -8.8,
  "smiles": "F/C=C\\S/C=C\\F"
}

{
  "formula": "C4H4F2S2",
  "method": "ωB97M-V with the def2-TZVPD basis set",
  "species": ["C", "C", "C", "C", "H", "H", "H", "H", "F", "F", "S", "S"],
  "xyz": [[-1.050824, -1.009115, 1.555595], [0.578963, 0.178048, -0.413183], [0.007902, -0.039172, -1.723708], [1.235869, 1.323792, -0.252212], [-1.848771, -1.444246, 0.857846], [-1.082306, -1.548101, 2.440801], [-1.165856, 0.086193, 1.739105], [0.406474, 0.700494, -2.532942], [1.834277, 1.798689, 0.874099], [1.402433, 2.263430, -1.138479], [0.629339, -1.090640, 0.842047], [-0.947502, -1.219371, -2.248968]],
  "forces_ev_per_a": [[-0.8, 1.6, -2.9], [-0.1, -0.6, 0.5], [0.9, 1.1, -2.3], [1.2, 1.6, 2.1], [1.2, 0.9, 0.8], [0.2, -0.9, 1.7], [-0.6, -1.0, 0.0], [-0.9, -1.1, 1.5], [-0.9, -1.3, -1.2], [-0.2, 0.0, -0.7], [-0.1, 0.0, -0.1], [-0.1, -0.1, 0.3]],
  "e_above_lowest_kj_mol": 94.9,
  "fmax_ha_per_bohr": 0.0658,
  "molar_mass_g_mol": 154.2,
  "gap_ha": 0.30050,
  "homo_ev": -8.9,
  "smiles": "CSC(C=S)=C(F)F"
}

{
  "formula": "C4H4F3I",
  "method": "ωB97M-V with the def2-TZVPD basis set",
  "species": ["C", "C", "C", "C", "F", "F", "F", "I", "H", "H", "H", "H"],
  "xyz": [[-0.225693, 0.201285, -1.126684], [0.628355, -0.819022, -0.317038], [-0.801860, 0.609196, 0.242286], [0.287593, -0.212406, 0.956314], [-2.031354, 0.109213, 0.291162], [-0.945761, 1.904664, 0.652772], [-0.175724, -1.099216, 1.941791], [1.897514, 1.004310, 1.839093], [0.190321, 1.055146, -1.676791], [-0.816565, -0.167182, -1.864514], [0.276623, -1.876528, -0.517822], [1.716551, -0.709459, -0.420569]],
  "forces_ev_per_a": [[2.6, 2.4, 2.0], [1.4, -1.4, -2.3], [0.0, -0.3, -0.3], [-5.1, -1.8, -0.1], [-1.6, -0.8, 0.8], [0.4, 0.3, -0.4], [0.4, 0.7, -0.3], [2.8, 2.1, 1.6], [1.0, -0.1, 0.6], [-2.5, -1.6, -1.4], [0.6, 1.1, 0.5], [0.1, -0.6, -0.8]],
  "spin_multiplicity": 3,
  "e_above_lowest_kj_mol": 0.0,
  "fmax_ha_per_bohr": 0.1056,
  "s_squared": 2.005,
  "molar_mass_g_mol": 236.0,
  "gap_ha": [0.25044, 0.24712],
  "homo_ev": [-6.2, -10.7]
}

Question: What is the formula in the fifth record?
Answer: C4H4DyLiO5